The following is a DFT calculation (ωB97M-V/def2-TZVPD) of a cluster of 3 separate species, C4H14NO2 in total at a distorted geometry.

Values from the calculation:
HOMO energy, eV: -15.1
Relative energy (zero: lowest compared OMol25 entry of this formula, charge and spin), eV: 2.228
Charge: +1

Element x y z (Å)
C: 0.12785 2.96954 -0.53401
C: -0.05795 1.67645 0.33271
C: -0.11754 0.50909 -0.65175
C: -0.59757 -1.40258 0.75834
N: 0.29159 -0.74637 0.11573
H: 0.30251 3.93286 -0.01875
H: 1.12241 2.86769 -0.99439
H: -0.71857 3.18846 -1.19024
H: 0.84544 1.64670 0.96075
H: -1.04769 1.87074 0.76058
H: -1.14048 0.32576 -0.94141
H: 0.61860 0.46812 -1.49104
H: -1.61417 -1.50796 0.37916
H: -0.29844 -1.92639 1.66785
H: 1.18538 -0.54050 0.59286
H: 3.51992 -1.46348 1.03737
H: 3.70143 -0.53503 -0.13743
O: 3.05784 -0.78331 0.53303
H: -3.69244 -3.63867 -0.86901
H: -2.65676 -3.60783 0.28977
O: -2.83137 -3.30327 -0.60012

Atomic partial charges in e from the Mulliken method, atoms 1 to 5: -1.3301 -0.1193 -0.7107 -0.2270 0.0653

The following is a DFT calculation (ωB97M-V/def2-TZVPD) of an isolated molecule of C10H8N2O2 at a distorted geometry.

Values from the calculation:
HOMO energy, eV: -7.9
Relative energy (zero: lowest compared OMol25 entry of this formula, charge and spin), eV: 2.522

Element x y z (Å)
O: -0.39278 -2.97031 -3.45849
C: -0.23877 -2.55629 -2.16245
C: -0.58085 -3.15780 -1.04428
C: -0.38256 -2.06345 -0.07139
C: -0.04722 -0.94104 -0.80708
N: 0.18284 0.35003 -0.27573
N: -0.00973 0.54624 0.99752
C: 0.51486 1.61641 1.53782
C: -0.21057 2.56896 2.33475
C: 0.51857 3.57779 3.01504
C: 1.89489 3.72989 2.77555
C: 2.55880 2.93464 1.82478
C: 1.92646 1.92299 1.27625
O: 0.14880 -1.21807 -2.08831
H: -0.06818 -2.21721 -3.99061
H: -0.96999 -4.13769 -1.05453
H: -0.51524 -2.15075 1.07166
H: -1.25352 2.35888 2.55451
H: 0.09198 4.25752 3.74504
H: 2.31333 4.58928 3.27501
H: 3.58481 3.21217 1.52510
H: 2.57597 1.38969 0.66171

Atomic partial charges in e from the Mulliken method, atoms 1 to 5: -0.4987 0.6222 -0.8557 0.2754 0.0165

The following is a DFT calculation (ωB97M-V/def2-TZVPD) of a cluster of 2 separate species, C12H17N in total at a distorted geometry.

Values from the calculation:
HOMO energy, eV: -7.9
Relative energy (zero: lowest compared OMol25 entry of this formula, charge and spin), eV: 0.899

Element x y z (Å)
C: -2.31282 -0.51952 -0.55168
C: -1.20359 0.40707 -0.92956
C: -1.28190 1.74162 -1.11405
N: -0.02481 2.31364 -1.28405
C: 0.88346 1.29062 -1.31022
C: 2.25624 1.31855 -1.49491
C: 2.95875 0.13481 -1.30329
C: 2.29054 -1.08210 -1.16726
C: 0.90326 -1.10832 -1.08817
C: 0.19340 0.08546 -1.13496
H: -3.05669 -0.56554 -1.34530
H: -2.75744 -0.27362 0.41113
H: -1.93742 -1.51041 -0.32615
H: -2.10376 2.40150 -0.85537
H: 0.11619 3.17307 -1.78735
H: 2.84316 2.17935 -1.78764
H: 4.02407 0.19166 -1.45771
H: 2.80065 -2.00613 -0.95898
H: 0.47597 -2.10456 -1.07844
C: -0.74604 -2.19096 2.27638
C: -0.59573 -1.05447 3.27467
C: -1.89459 -0.37710 3.71293
H: -1.50876 -2.14536 1.50959
H: 0.13939 -2.11110 1.62665
H: -0.66848 -3.15593 2.75617
H: 0.08818 -0.26591 2.93319
H: 0.03082 -1.37504 4.11504
H: -1.86166 0.10413 4.68013
H: -2.71278 -1.08476 3.75929
H: -2.20502 0.28445 2.89334

Atomic partial charges in e from the Mulliken method, atoms 1 to 5: -1.3142 0.3314 -0.6493 -0.1304 -0.3656

The following is a DFT calculation (ωB97M-V/def2-TZVPD) of a structure of composition C2H2NO3S at a distorted geometry.

Values from the calculation:
2S+1: 3
HOMO energy (alpha / beta), eV: -13.3 / -15.4
⟨S²⟩: 2.026
Relative energy (zero: lowest compared OMol25 entry of this formula, charge and spin), eV: 0.000
Charge: +1

Element x y z (Å)
C: -0.63996 0.45930 -0.74662
C: -0.14451 -0.95644 -0.90451
N: -1.71370 0.39668 -3.83204
O: -2.49741 -0.32009 -3.67841
O: -0.34530 -1.42911 -1.98128
O: 0.41222 -1.60502 0.08398
S: -1.28583 1.48563 -1.87364
H: -0.61592 0.85790 0.35030
H: 0.43792 -1.05611 0.85841

Atomic partial charges in e from the Mulliken method, atoms 1 to 5: -0.2812 0.8670 0.3557 0.1635 -0.4915

The following is a DFT calculation (ωB97M-V/def2-TZVPD) of the ion C7H8N3 with charge +1 at a distorted geometry.

Values from the calculation:
HOMO energy (alpha / beta), eV: -11.7 / -11.7
Relative energy (zero: lowest compared OMol25 entry of this formula, charge and spin), eV: 2.849
Charge: +1

Element x y z (Å)
C: 0.83045 1.58613 1.80910
C: 0.21431 0.71867 0.97343
N: -1.16873 0.45659 1.44742
C: -2.07981 -0.29412 0.74080
C: -1.59508 -0.79102 -0.61934
C: -0.29207 -0.74152 -0.87164
N: 0.32668 -1.22645 -1.96234
C: 1.63864 -0.83931 -1.88408
C: 1.76743 0.03014 -0.62493
N: 0.44834 0.02528 -0.18385
H: 0.26491 2.13971 2.60665
H: 1.83806 1.75568 2.01600
H: -1.67642 0.95980 2.20227
H: -3.03430 -0.38421 1.19023
H: -2.22987 -1.43909 -1.25457
H: -0.30420 -1.98673 -2.35705
H: 2.64390 -0.74499 -2.36645
H: 2.40777 0.77545 -0.86163

Atomic partial charges in e from the Mulliken method, atoms 1 to 5: -1.1965 0.7290 -0.1513 -0.2047 -1.0183

The following is a DFT calculation (ωB97M-V/def2-TZVPD) of a cluster of 2 separate species, C5H12O2 in total.

Values from the calculation:
HOMO energy, eV: -8.9
Relative energy (zero: lowest compared OMol25 entry of this formula, charge and spin), eV: 4.590

Element x y z (Å)
C: -1.71350 -0.86588 0.91284
O: -0.47034 -0.48964 0.79007
C: -0.17708 0.36685 -0.36420
C: -0.44869 1.80580 0.03043
C: 1.26718 0.10456 -0.75864
C: 1.53240 -1.32664 -1.22408
O: 1.56266 -2.26455 -0.17150
H: -2.59185 0.68751 1.91703
H: -2.33198 0.88906 2.58896
H: -1.69744 -1.44001 1.87244
H: -0.86935 0.04829 -1.15161
H: 0.13597 2.08199 0.91471
H: -1.50986 1.95495 0.24863
H: -0.17046 2.47340 -0.79144
H: 1.92481 0.33838 0.08833
H: 1.51619 0.80151 -1.56863
H: 0.78386 -1.60098 -1.98808
H: 2.51529 -1.37964 -1.70191
H: 0.78893 -2.10223 0.38256

Atomic partial charges in e from the Mulliken method, atoms 1 to 5: -0.6111 -0.1749 0.6830 -1.3924 -0.8049